[1]
Density functional theory data (ωB97M-V/def2-TZVPD) for C34H26F3IN2O5PPt as an isolated structure.

Geometry as XYZ:
```
73
Properties=species:S:1:pos:R:3:forces:R:3
Pt 0.10933 -1.01850 0.00309 0.0 -0.1 0.3
I -3.33236 -1.68704 -0.53698 0.0 0.0 0.0
C -1.31242 -2.41369 0.01164 -0.1 0.0 0.0
H -1.14034 -3.17289 -0.75066 -0.1 0.0 0.0
H -1.49521 -2.90094 0.96404 -0.1 0.0 0.0
O -1.36224 1.47496 0.00804 0.0 0.1 -0.1
P -2.07074 2.76841 -0.01748 0.0 0.0 0.0
C -1.50464 3.79973 -1.39717 0.0 0.0 0.0
C -0.68087 3.17192 -2.32695 0.0 0.0 0.0
C -0.19784 3.88189 -3.41863 0.0 0.0 0.0
C -0.52982 5.21944 -3.57688 0.0 0.0 0.0
C -1.34083 5.85354 -2.64235 0.0 0.0 0.0
C -1.82570 5.14520 -1.55414 0.0 0.0 0.0
C -1.77948 3.73286 1.48064 0.1 0.0 0.0
C -2.69079 4.63246 2.02378 0.0 0.0 0.0
C -2.36373 5.34684 3.16787 0.0 0.0 0.0
C -1.12712 5.15903 3.76953 0.0 0.0 0.0
C -0.21930 4.25356 3.23564 0.0 0.0 0.0
C -0.54102 3.53851 2.09264 0.0 -0.1 0.0
C -3.86495 2.63413 -0.17803 0.0 0.0 0.0
C -4.53029 1.93833 0.83252 0.0 0.0 0.0
C -5.89245 1.71135 0.74100 0.0 0.0 0.0
C -6.60113 2.17426 -0.36094 0.0 0.0 0.0
C -5.94496 2.85697 -1.37343 0.0 0.0 0.0
C -4.57748 3.08363 -1.28379 0.0 0.0 0.0
H -0.41552 2.13338 -2.16026 0.0 0.0 0.0
H 0.44299 3.39011 -4.14021 0.0 0.0 0.0
H -0.14798 5.77504 -4.42450 0.0 0.0 0.0
H -1.58894 6.90073 -2.76149 0.0 0.0 0.0
H -2.45109 5.64228 -0.82057 0.0 0.0 0.0
H -3.66348 4.76384 1.56304 0.0 0.0 0.0
H -3.07540 6.04322 3.59332 0.0 0.0 0.0
H -0.87460 5.71087 4.66657 0.0 0.0 0.0
H 0.73777 4.09487 3.71531 0.0 0.0 0.0
H 0.14134 2.79966 1.68640 0.0 0.0 0.0
H -3.96954 1.54721 1.67376 0.0 0.0 0.0
H -6.39877 1.15733 1.52057 0.0 0.0 0.0
H -7.66553 1.98909 -0.43507 0.0 0.0 0.0
H -6.49450 3.20624 -2.23849 0.0 0.0 0.0
H -4.06486 3.60356 -2.08371 0.0 0.0 0.0
F 0.62546 0.12026 2.55683 0.0 0.0 0.0
C 0.08464 -1.02254 2.01005 0.0 0.0 -0.1
F -1.15930 -1.09836 2.59359 0.0 0.0 0.0
F 0.78530 -2.03826 2.61244 0.0 0.0 0.0
O 2.80607 -1.87761 -0.19513 0.5 0.1 -0.2
C 2.89794 -0.65712 -0.09528 0.0 0.4 0.0
O 1.94458 0.19890 -0.02643 -0.2 -0.6 0.0
C 4.28604 -0.02560 -0.04027 -0.1 -0.1 0.0
C 5.39014 -0.77096 -0.43841 0.1 0.0 0.0
C 6.66339 -0.22766 -0.38698 -0.1 0.0 0.0
C 6.80050 1.06577 0.08565 0.3 0.1 0.0
C 5.72467 1.83164 0.50042 -0.1 -0.1 0.0
C 4.45848 1.27430 0.42339 0.0 0.0 0.0
N 8.15519 1.65467 0.14939 -0.2 -0.1 0.0
O 8.26558 2.78925 0.57389 0.0 0.0 0.0
O 9.09174 0.97591 -0.22817 0.0 0.0 0.0
H 5.22298 -1.78270 -0.78276 0.0 0.0 0.0
H 7.53603 -0.78417 -0.69353 0.0 0.0 0.0
H 5.88717 2.83132 0.87369 0.0 0.0 0.0
H 3.58148 1.83117 0.72276 0.0 0.0 0.0
N 0.04002 -0.89440 -2.03994 0.1 0.0 0.0
C -0.01708 -0.67305 -3.16142 0.1 0.0 -0.1
C -0.07613 -0.34773 -4.56045 -0.1 0.0 0.2
C 0.85067 -0.89458 -5.44356 0.0 0.0 -0.1
C 0.78088 -0.56388 -6.78689 0.0 0.0 0.0
C -0.20344 0.30451 -7.23997 0.0 0.0 0.0
C -1.12528 0.84623 -6.35426 0.0 0.0 0.0
C -1.06782 0.52208 -5.00867 0.0 0.0 -0.1
H 1.61205 -1.56663 -5.07222 0.0 0.0 0.0
H 1.49715 -0.98442 -7.47999 0.0 0.0 0.0
H -0.25239 0.56027 -8.29072 0.0 0.0 0.0
H -1.89203 1.52182 -6.70946 0.0 0.0 0.0
H -1.77948 0.93061 -4.30369 0.0 0.0 0.0
```
Positions in Å, forces in eV/Å.

Charge ... -1
Kohn-Sham gap ... 6.195 eV
Energy ... -77687.962 eV

[2]
Density functional theory data (ωB97M-V/def2-TZVPD) for C24H60LiN3O16P as an isolated structure in a non-equilibrium geometry.

Geometry as XYZ:
```
105
Properties=species:S:1:pos:R:3:forces:R:3
C -74.97859 6.79009 5.99100 1.4 3.9 -3.8
N -75.47316 5.87264 7.00824 0.6 -1.4 0.1
C -74.30026 5.42333 7.85225 0.2 -0.6 1.3
C -76.42061 6.49907 7.91081 -1.3 5.7 -0.2
C -75.98926 4.61747 6.32254 -1.7 -0.9 3.9
C -77.15639 4.88864 5.45918 -2.6 -1.4 -0.6
O -77.45415 3.69744 4.78279 0.0 -0.9 -2.0
H -75.68108 7.30331 5.10907 0.8 -2.0 2.7
H -74.29083 6.18878 5.30530 -0.5 0.9 1.0
H -74.49082 7.80818 6.41717 -0.7 -2.9 -0.4
H -73.42146 5.27318 7.25698 -0.1 -1.6 -1.2
H -74.60448 4.38606 8.56504 1.0 3.8 -1.9
H -73.83516 6.39949 8.14883 -1.1 -0.8 1.7
H -75.87244 7.46165 8.45321 -1.1 -3.1 -0.9
H -76.92299 5.80397 8.56082 0.1 -0.1 0.3
H -77.20351 7.19190 7.32034 1.4 -2.3 0.9
H -76.40164 3.92067 7.21443 1.0 1.5 -1.8
H -75.16370 4.06790 5.92697 0.5 0.1 -0.9
H -77.06383 5.65252 4.73970 0.7 1.3 -0.6
H -78.14836 5.03366 5.97164 1.3 0.6 0.5
H -77.07092 3.72350 3.83538 0.3 -0.2 1.7
C -75.56914 1.24156 0.18112 0.7 2.0 -5.0
N -74.43005 1.01907 -0.85678 -1.1 1.4 3.3
C -73.69539 2.32850 -0.86540 0.2 3.0 -4.8
C -73.47435 -0.05898 -0.30456 -0.2 -1.4 -2.2
C -75.16371 0.66418 -2.12147 5.6 -6.1 3.0
C -74.37737 0.25759 -3.28178 2.6 4.3 -2.1
O -75.17773 -0.01066 -4.34589 -4.8 0.3 -1.3
H -76.31892 1.97282 -0.12754 -0.1 -0.9 -0.7
H -75.26958 1.67231 1.00072 3.0 3.2 4.3
H -75.76315 0.38378 0.59390 -2.5 -5.3 1.2
H -73.03419 2.19266 -1.71166 0.6 0.0 -0.3
H -73.06877 2.69961 -0.10400 0.1 -0.7 2.1
H -74.16188 3.44225 -1.21425 -0.1 -3.6 1.2
H -73.08539 0.12286 0.68299 -0.3 0.6 0.3
H -72.63364 -0.25288 -1.00208 -0.2 1.1 0.3
H -73.92849 -1.06987 -0.38710 -0.5 0.8 0.6
H -75.71861 1.35763 -2.33514 -6.0 7.9 -1.9
H -75.75438 -0.20009 -1.90129 -0.6 -0.6 0.5
H -73.77871 -0.46628 -2.88370 1.5 -3.0 -0.3
H -73.65971 0.99206 -3.83590 -0.5 -0.3 2.3
H -75.98307 0.68321 -4.37183 2.9 -2.4 0.0
C -78.41931 3.73489 0.62812 -1.2 -0.1 0.5
N -77.87614 5.06182 0.16830 -0.6 0.0 0.8
C -76.57346 4.85877 -0.53316 -5.1 2.5 -2.9
C -78.86736 5.74197 -0.78269 1.9 2.0 1.0
C -77.71997 5.88117 1.45130 -3.4 6.4 -9.4
C -76.86977 7.21398 1.27446 -7.6 1.3 5.6
O -76.45417 7.60067 2.56264 -1.3 0.4 -1.1
H -79.47559 3.97140 1.09572 2.1 -1.1 -1.2
H -77.76073 3.20688 1.32106 0.2 1.2 0.9
H -78.30145 2.99013 -0.16165 -1.3 0.4 -0.7
H -75.94732 4.50218 0.07521 5.5 -2.2 5.1
H -76.27185 5.65403 -1.14137 0.6 2.2 0.3
H -76.65245 4.21428 -1.32678 -1.2 -2.6 -1.7
H -79.85005 5.95840 -0.36562 -0.1 -1.2 0.0
H -78.72257 5.26477 -1.72572 -0.8 -0.6 -0.6
H -78.50823 6.79502 -0.92360 0.2 -0.9 0.1
H -77.22444 5.54183 2.11484 6.8 -6.1 7.8
H -78.64404 5.99547 1.88393 -2.6 0.7 0.4
H -77.28136 8.04341 0.77848 -1.7 1.1 -0.6
H -76.13246 7.04939 0.75309 8.0 -2.6 -5.3
H -75.72109 6.88712 2.56244 1.5 -0.8 1.8
Li -73.01446 5.84276 2.15771 -0.1 0.4 0.2
P -74.56429 4.32768 2.62441 -0.2 6.4 -0.3
O -73.40375 4.44869 3.46396 5.9 -3.9 6.2
O -74.74939 5.91468 2.76263 -3.8 2.8 0.5
O -75.77907 3.55790 2.73662 -3.9 -3.2 0.5
O -73.98518 4.46393 1.29368 1.9 -2.6 -7.8
C -70.25092 4.17960 1.50060 -0.9 3.0 1.0
O -69.25699 5.16372 1.27876 2.6 2.3 1.0
C -68.66569 5.17195 0.08015 -5.4 -7.2 -1.3
O -68.99555 4.29872 -0.74366 0.3 0.7 0.5
O -67.82066 6.00414 -0.14821 2.6 6.1 1.9
C -66.96968 5.99221 -1.24310 1.9 -1.3 1.4
H -69.87847 3.31263 1.07274 -0.2 -2.1 -0.3
H -71.04042 4.70160 1.02254 -1.7 -1.0 -1.2
H -70.60095 4.28174 2.54504 1.0 -0.9 -0.3
H -67.45255 5.77480 -2.14887 -0.4 -0.7 -1.1
H -66.19356 5.32736 -0.83609 0.0 -0.6 -1.4
H -66.43286 6.89736 -1.26659 0.0 1.6 -0.1
C -73.05943 7.11844 -0.75752 -4.2 0.0 -1.3
O -71.76621 7.49812 -0.54367 4.0 0.7 -0.5
C -71.22727 7.78884 0.68051 -0.4 -0.8 -1.7
O -71.89377 7.59333 1.64773 -0.7 -0.3 2.3
O -69.96756 8.21279 0.65933 -1.1 0.5 -1.1
C -69.40889 8.56021 1.98278 -0.4 3.7 -3.4
H -73.37286 6.03173 -0.75763 1.2 0.7 1.4
H -73.36378 7.25293 -1.89255 1.0 0.9 2.1
H -73.73547 7.73867 -0.06595 0.6 -1.1 -1.1
H -70.08267 9.23632 2.49825 0.3 1.0 -0.4
H -68.38415 8.91120 1.78027 -0.7 -0.5 0.5
H -69.62719 7.75565 2.47111 0.4 -5.2 3.5
C -70.33878 10.31677 6.88803 -4.9 -4.5 0.9
O -70.08579 9.21743 6.04977 2.3 -1.1 -3.3
C -70.85752 8.15311 6.05027 -2.0 -0.5 1.4
O -71.80519 8.08199 6.79926 -0.9 -0.3 0.6
O -70.56583 7.18315 5.21424 4.1 1.6 -1.4
C -71.24361 5.95712 5.09308 -0.8 -0.7 2.4
H -70.35948 9.78472 7.83771 -1.0 1.0 0.7
H -71.23868 10.81894 6.53612 -0.1 0.0 0.6
H -69.57040 10.89453 6.93752 4.9 3.6 -0.5
H -70.77588 5.11133 4.50443 -0.4 1.9 0.3
H -72.20024 6.32274 4.87589 -1.7 -0.7 -1.6
H -71.42605 5.58829 6.11695 0.5 -0.3 -0.2
```
Positions in Å, forces in eV/Å.

Charge ... +1
Kohn-Sham gap ... 5.756 eV
Energy ... -72565.038 eV

[3]
Density functional theory data (ωB97M-V/def2-TZVPD) for C12H18NP as an isolated structure in a non-equilibrium geometry.

Geometry as XYZ:
```
32
Properties=species:S:1:pos:R:3:forces:R:3
C 4.15840 -1.36442 -0.05243 1.3 3.4 2.4
C 3.16122 -1.51698 -0.98998 0.5 -0.2 0.7
C 3.97675 -0.25337 0.86334 -1.8 -2.1 -2.7
C 2.00331 -0.77309 -0.96307 -1.2 0.4 -0.3
C 2.82088 0.52394 0.81799 2.4 -0.7 1.4
C 1.78556 0.24437 -0.01547 0.0 0.5 -1.1
C -2.69667 -0.73383 0.19633 1.8 1.3 -0.4
C -3.69852 -1.60778 0.93403 1.5 -2.8 -1.3
C -3.40125 0.44155 -0.40206 -1.1 -0.6 -0.9
C 0.02828 1.56206 -1.34630 1.4 3.2 2.4
C 0.28821 1.98484 1.17031 2.2 1.6 -0.5
C 0.62048 1.12621 -0.00183 -3.4 -2.8 -0.1
N -1.55843 -1.34667 -0.65265 -2.2 3.6 1.5
P -0.84884 -0.64380 0.73197 0.1 0.3 -0.1
H 5.22446 -1.70772 -0.02172 -1.5 -0.6 -0.5
H 3.33602 -2.26053 -1.70217 -0.2 -1.0 -1.3
H 4.67766 0.01528 1.57150 1.7 0.3 1.2
H 1.22915 -0.92321 -1.72987 0.4 -0.1 0.4
H 2.91888 1.35461 1.48312 -0.9 0.6 0.3
H -3.92616 -2.34470 0.11575 -0.6 0.3 0.6
H -4.67632 -1.24338 1.32488 1.3 0.2 -0.1
H -3.10255 -2.27360 1.59632 -0.8 0.5 0.4
H -4.15810 0.73594 0.32007 0.2 0.7 0.2
H -4.03480 0.16814 -1.30764 1.0 0.2 0.7
H -2.70223 1.21518 -0.63141 0.1 0.8 -0.3
H -0.55008 2.56382 -1.06544 1.5 -1.8 -1.4
H 0.86803 1.61031 -2.05736 -0.6 0.6 -0.1
H -0.68067 0.89952 -1.66698 -1.8 -1.8 -1.2
H -0.55957 2.57775 0.89324 -0.7 0.2 0.4
H 1.10527 2.72281 1.38642 -0.4 -0.3 -0.3
H 0.18167 1.48670 2.10297 -0.4 -0.7 0.8
H -1.79005 -2.23997 -0.90186 0.2 -3.1 -0.5
```
Positions in Å, forces in eV/Å.

Kohn-Sham gap ... 7.680 eV
Energy ... -23511.073 eV